DFT (ωB97M-V with the def2-TZVPD basis set) results for a cluster of 2 separate species, CH5S3 in total.

The geometry in XYZ format:
```
9
Properties=species:S:1:pos:R:3:forces:R:3
S -2.7059 0.1707 -0.8634 -0.02 -0.14 0.45
S 1.6006 0.3791 -0.2375 -0.24 0.21 0.40
S 0.1997 -1.0878 0.2146 0.39 -0.24 0.07
C 2.1597 0.8311 1.4470 0.64 -0.20 0.18
H 3.2454 0.6765 1.5463 -0.21 -0.12 -0.09
H 1.9795 1.8457 1.8180 -0.39 0.02 -0.45
H -3.5038 0.6056 0.1126 -0.28 0.14 0.03
H 1.6437 0.1193 2.0855 0.07 0.04 0.17
H -1.7584 -0.3357 0.0594 0.05 0.28 -0.77
```
Positions in Å, forces in eV/Å.

**LUMO energy**: 3.58 eV
**HOMO energy**: -0.0924 Eh
**Charge**: -1
**Energy above the lowest of the compared OMol25 structures with the same formula, charge and spin**: 0.323 eV